Computed, not measured: 10 unconnected molecules or ions with the total composition C38H105N9O11 in a non-equilibrium geometry, with wB97M-V/def2-TZVPD.

```
! RIJCOSX wB97M-V def2-TZVPD def2/J DEFGRID3
* xyz 0 1
C -7.955 -31.027 -10.912
H -9.644 -28.675 2.043
N -6.931 -19.496 -10.662
H -2.998 -20.387 -1.410
H -13.648 -28.790 -5.769
H -9.254 -32.424 -13.077
H -9.421 -17.142 2.292
C -8.828 -18.662 -12.074
H -10.789 -26.092 1.235
C -10.591 -26.766 2.069
C -20.045 -15.846 1.839
C -17.991 -23.306 -0.612
N -15.785 -22.829 -1.474
H -10.392 -19.307 2.342
O -17.404 -16.012 0.745
C -13.726 -26.837 -6.513
H -18.755 -18.060 3.993
H -9.040 -28.915 0.110
H -8.759 -20.571 -5.160
H -15.513 -15.049 1.279
H -6.688 -17.017 -9.949
C -8.889 -16.811 -0.283
H -8.427 -17.177 -9.967
C -9.194 -21.515 -4.832
N -14.166 -27.702 -4.116
H -16.995 -17.575 -5.136
H 0.026 -22.928 -3.661
O -7.145 -30.892 -9.748
C -8.012 -22.445 -4.433
H -9.391 -23.679 -3.716
H -0.538 -25.226 -1.390
H -15.524 -23.802 -1.407
C -6.520 -15.542 -12.143
H -13.769 -25.624 -9.005
H -7.650 -33.365 -10.138
N -19.301 -17.303 3.607
H -17.688 -24.334 -0.815
H -18.669 -23.192 0.234
H -1.319 -20.175 -1.656
H -17.307 -15.729 2.790
H -9.702 -21.947 -5.694
C -7.558 -17.014 -10.605
H -9.155 -27.351 -0.356
N -7.603 -33.603 -11.119
H -7.430 -22.059 -3.596
H -6.645 -20.218 -11.308
H -19.264 -17.762 1.573
N -17.387 -17.958 -5.984
C -15.104 -17.469 -6.941
H -15.896 -28.607 -6.834
H -17.212 -22.767 4.040
C -16.643 -17.473 -7.148
H -7.568 -28.846 -9.107
H -17.075 -17.389 2.221
H -7.351 -22.593 -5.287
H -7.881 -26.308 1.096
C -15.845 -28.209 -5.821
H -19.735 -14.848 2.146
H -2.378 -25.472 -1.575
H -14.650 -28.453 -3.646
H -6.154 -19.251 -10.065
H -8.695 -30.038 -8.479
H -16.191 -14.943 -0.340
H -12.008 -25.748 -8.388
C -10.071 -26.682 4.398
H -9.344 -15.888 0.077
H -6.472 -32.107 -11.993
H -7.844 -17.737 1.911
H -7.014 -30.053 -7.937
H -9.158 -27.265 4.515
C -12.933 -26.244 -8.682
H -10.116 -25.826 5.071
H -16.336 -28.910 -5.146
H -15.499 -16.502 0.280
C -8.033 -27.223 1.668
H -15.090 -22.411 1.008
C -1.418 -25.232 -2.033
H -20.098 -15.845 0.750
C -16.056 -22.915 0.967
H -5.573 -15.633 -11.610
C -7.479 -18.320 -11.426
H -16.728 -24.194 3.420
H -8.857 -21.161 2.511
H -16.902 -19.218 -8.370
C -2.241 -20.392 -2.194
O -10.210 -21.292 -3.836
H -16.956 -18.847 -5.773
C -16.489 -23.136 3.313
C -8.904 -17.963 1.795
H -20.214 -17.734 3.636
C -19.038 -16.931 2.241
H -9.196 -17.838 -12.685
H -7.839 -26.961 2.708
H -0.860 -22.500 -1.468
H -14.927 -17.093 -5.933
H -6.525 -14.559 -12.614
H -14.348 -25.946 -6.441
H -9.021 -31.020 -10.684
H -18.074 -18.092 -10.933
H -7.878 -33.006 -13.929
H -18.438 -23.125 -1.589
C -9.501 -27.716 1.547
H -8.500 -34.036 -11.286
H -16.406 -18.057 -11.639
H -2.680 -22.892 -1.458
H -6.496 -16.270 -12.954
O -16.487 -17.761 -9.629
H -15.858 -23.982 1.070
H -9.541 -18.840 -11.269
H -9.041 -16.748 -1.361
C -7.663 -29.886 -8.796
H -16.906 -19.445 -10.647
C -7.527 -32.270 -11.777
H -7.760 -30.232 -11.631
H -8.085 -18.892 4.399
O -10.204 -25.965 3.178
H -15.489 -22.947 3.703
H -16.903 -21.444 -0.206
H -12.763 -26.529 -6.107
C -16.066 -15.602 0.519
H -18.252 -18.004 -8.419
C -9.102 -19.107 4.073
C -17.174 -18.166 -8.452
H -11.530 -27.255 2.325
O -8.490 -23.765 -4.036
H 0.520 -24.205 -2.954
C -9.336 -19.174 2.579
N -9.613 -28.085 0.165
H -8.723 -19.505 -12.756
N -0.209 -23.908 -3.587
H -16.499 -27.340 -5.743
H -8.803 -20.462 1.080
H -14.861 -22.436 -1.584
C -1.773 -22.694 -2.030
C -16.719 -22.509 -0.350
H -8.052 -31.334 -13.748
H -1.245 -26.160 -2.579
H -9.654 -18.229 4.408
C -1.512 -23.990 -2.896
C -17.029 -18.373 -10.802
C -14.309 -27.949 -5.558
O -16.848 -22.571 2.084
H -7.820 -16.689 -0.107
O -2.038 -21.665 -2.828
H -2.317 -24.043 -3.629
C -17.632 -16.467 2.057
O -9.346 -18.036 0.399
H -13.188 -27.783 -3.879
H -14.650 -16.711 -7.580
H -21.051 -16.064 2.196
H -6.709 -18.299 -12.196
H -7.418 -28.093 1.438
H -9.870 -20.625 -3.235
C -8.183 -32.262 -13.193
H -10.952 -27.320 4.470
H -2.620 -19.563 -2.792
N -8.558 -20.315 2.049
H -12.617 -26.581 -9.669
O -7.716 -15.834 -11.356
H -9.614 -19.931 4.569
H -14.697 -18.439 -7.227
H -16.852 -16.424 -7.356
O -13.486 -27.297 -7.841
*
```

Values from the calculation:
HOMO-LUMO gap ... 9.21 eV
Energy relative to the best compared isomer or geometry (same formula, charge and spin) ... 139.9 kcal/mol
F_max ... 4.94 eV/A
Molar mass ... 864.3 g mol⁻¹
Lowest unoccupied orbital energy ... 0.003 Eh
E_HOMO ... -0.3352 Ha


Computed, not measured: 11 unconnected molecules or ions with the total composition C38H106N8O11 in a non-equilibrium geometry, with wB97M-V/def2-TZVPD.

```
! RIJCOSX wB97M-V def2-TZVPD def2/J DEFGRID3
* xyz 0 1
C 6.090 5.889 -8.421
C 2.578 2.074 -15.552
H 5.201 3.051 -15.208
C 11.864 4.488 -11.001
H 11.357 -1.189 -14.184
H 11.617 9.064 -16.700
H 8.111 0.256 -16.897
H 7.318 8.492 -13.771
H 7.824 -0.834 -13.910
H 12.232 4.209 -8.869
H 3.509 12.366 -15.729
H 13.188 1.403 -12.931
C 4.989 9.334 -14.776
H 8.558 3.818 -16.316
O 6.954 2.175 -12.546
H 4.920 9.580 -13.716
H 9.008 -0.314 -13.024
H 7.873 3.246 -13.849
H 10.156 6.666 -16.732
C 11.008 6.739 -16.056
C 3.630 11.423 -15.196
H 10.717 5.000 -13.480
H 7.830 7.736 -10.537
H 7.359 6.227 -19.311
H 12.666 4.316 -16.693
H 11.584 3.339 -15.590
C 7.790 -0.361 -10.505
H 7.040 0.381 -10.233
H 0.453 -0.502 -8.294
H 3.037 6.372 -12.152
H -0.543 0.782 -16.388
H 4.413 5.536 -12.745
H 12.935 4.450 -11.200
C 2.430 0.881 -10.242
H 9.729 11.032 -10.085
N 8.007 -0.226 -13.125
C 11.699 4.236 -16.197
H 0.304 2.174 -17.046
H 4.093 7.179 -7.113
H 11.444 1.009 -14.353
H 10.962 4.225 -17.000
C 8.353 3.543 -17.350
O 10.808 -0.770 -13.516
H 9.039 7.941 -11.865
H 8.174 5.109 -12.154
H 8.948 2.874 -12.443
H 12.913 -0.348 -12.508
H 6.430 -0.861 -12.028
H 2.315 3.131 -15.502
H 5.915 10.181 -17.173
H 6.615 10.810 -9.116
H 6.995 4.002 -19.019
C 4.155 6.688 -9.830
C 7.937 -2.400 -12.138
H 4.062 8.807 -15.001
H 2.669 10.932 -15.348
N 4.715 7.734 -7.682
C 9.183 10.270 -10.641
O 6.005 8.442 -15.318
H 12.085 0.917 -11.566
O 4.764 6.356 -11.054
H 5.267 2.101 -11.507
C 6.802 7.733 -14.359
O 7.831 -1.376 -9.491
H 5.817 7.918 -9.250
H 4.595 0.985 -8.121
C 7.390 4.470 -18.118
C 10.866 9.127 -15.912
C 0.464 0.345 -8.979
H 5.013 1.611 -16.222
C 7.937 3.118 -12.769
H 4.345 9.743 -17.040
H 8.611 12.011 -12.764
H 11.740 5.900 -9.343
H 7.351 4.262 -10.902
H 5.453 8.003 -7.047
H 8.392 12.925 -11.286
H 3.496 4.775 -11.334
C 4.909 2.001 -15.209
H 2.859 1.819 -16.573
H 4.447 0.106 -10.213
H 1.564 1.810 -13.634
N 10.266 5.045 -14.383
O 9.300 8.959 -10.003
N 4.287 1.922 -11.338
C 11.608 4.831 -9.511
C 4.902 10.726 -15.500
H 11.470 6.278 -11.919
H 6.731 6.075 -7.559
H 8.740 0.156 -10.367
O 3.662 1.777 -14.741
H 8.397 1.357 -15.609
H 3.589 11.692 -14.140
H 9.463 1.334 -16.987
H 10.353 1.181 -12.979
H 0.681 0.657 -17.535
C 0.445 1.184 -16.611
H 9.683 10.252 -11.610
C 7.725 -0.966 -8.126
O 11.130 5.390 -11.785
H 11.833 6.906 -16.749
H 8.961 5.693 -19.112
C 5.234 7.107 -8.814
H 7.226 10.209 -11.458
H 6.065 7.239 -13.726
H 11.005 10.021 -15.305
C 3.954 1.078 -10.188
C 4.347 1.785 -8.819
H 5.556 1.489 -14.498
H 6.988 12.443 -12.248
H 6.057 5.537 -16.923
H 5.509 4.969 -8.484
H 7.715 -2.716 -13.158
N 4.994 10.508 -16.918
C 8.033 5.824 -18.555
H 5.134 2.538 -8.780
O 10.857 7.876 -15.254
C 3.822 5.683 -11.841
H 5.844 3.970 -16.883
H 3.503 2.172 -8.248
H 8.644 -1.157 -7.571
H 3.606 5.946 -9.251
H 3.905 1.478 -12.161
C 12.493 0.658 -12.543
H 7.490 7.062 -14.873
C 11.220 0.637 -13.353
N 7.152 11.423 -9.712
H 3.484 7.533 -9.983
H 0.031 1.238 -8.527
C 8.886 7.821 -10.793
H 7.574 -3.084 -11.371
H 8.999 -2.553 -11.948
H 6.845 -1.434 -7.685
H 9.256 3.378 -17.938
N 6.087 4.719 -17.516
C 1.420 1.093 -15.428
C 7.512 -0.942 -11.926
H 6.483 4.765 -12.357
H 9.289 6.838 -10.550
H 6.791 5.693 -9.233
C 11.324 5.447 -15.290
C 7.967 12.125 -11.892
H 9.932 9.352 -16.428
H 8.094 6.718 -17.934
C 7.417 4.342 -11.987
H 11.525 3.471 -11.197
C 7.843 10.914 -10.901
H 7.461 0.071 -7.919
O 7.611 2.343 -17.216
H 7.256 1.295 -12.783
O 1.917 0.217 -9.173
H -0.075 0.096 -9.892
H 10.544 4.739 -9.291
C 8.413 1.284 -16.697
H 1.742 0.052 -15.416
H 7.843 11.653 -9.012
H 0.130 2.215 -14.392
H 12.144 5.832 -14.683
N 0.777 1.472 -14.169
H 2.112 0.399 -11.166
H 9.664 5.849 -14.274
H 5.787 11.247 -15.133
H 1.925 1.841 -10.349
*
```

Values from the calculation:
HOMO-LUMO gap ... 8.85 eV
Energy relative to the best compared isomer or geometry (same formula, charge and spin) ... 156.2 kcal/mol
F_max ... 3.37 eV/A
Molar mass ... 851.3 g mol⁻¹
Lowest unoccupied orbital energy ... 0.012 Eh
E_HOMO ... -0.3129 Ha


Computed, not measured: 11 unconnected molecules or ions with the total composition C38H106N8O11 in a non-equilibrium geometry, with wB97M-V/def2-TZVPD.

```
! RIJCOSX wB97M-V def2-TZVPD def2/J DEFGRID3
* xyz 1 2
O -1.308 5.691 -0.139
N 8.618 1.862 -1.144
C -5.872 7.600 5.621
H 1.922 6.855 8.444
H 2.883 7.654 7.247
H 1.707 3.187 -2.596
H -1.428 4.384 -2.431
C -4.708 4.044 6.454
H 7.536 3.681 -0.983
H 6.842 7.936 3.735
H 1.531 1.852 1.433
H 1.638 4.484 7.041
H 2.101 6.247 3.188
H -2.067 8.248 5.504
O 3.601 6.251 1.742
H 5.339 10.405 2.795
C -1.666 3.128 4.398
H -0.518 10.572 -1.779
H -2.023 11.494 0.205
C 5.522 9.298 4.657
N 3.106 0.115 -3.240
H 1.764 5.367 1.745
H 3.532 8.809 5.229
C 2.225 6.286 2.106
H -1.166 3.119 5.366
H 2.934 9.036 1.982
H 5.823 2.191 -1.193
C 8.702 7.439 5.258
H 0.219 3.417 3.326
H 2.954 5.413 6.201
H 9.409 7.358 6.083
C 2.869 1.352 -2.454
H 2.667 11.364 4.111
H 3.508 0.216 -4.161
H 2.597 3.249 1.494
C -1.043 3.928 -1.520
H 5.653 2.658 0.338
H 5.636 10.200 5.259
C 7.752 2.793 -0.387
H 5.138 5.614 -0.723
H 1.125 9.910 6.883
C 1.881 5.250 6.305
H 8.237 6.472 5.064
H 4.894 7.415 0.714
H 0.296 4.429 0.104
O 1.109 8.669 7.811
H 4.769 8.084 6.316
O -3.703 7.468 4.540
H 9.611 2.041 -1.087
H 3.358 1.648 1.470
H 2.919 11.071 6.807
H 1.560 12.583 4.533
H 3.795 -0.422 -2.735
C -0.744 3.919 3.415
H -5.421 4.432 5.727
N 0.908 7.289 5.397
H -5.787 6.262 3.926
H -1.373 9.321 -1.033
H -7.344 6.200 4.685
H -2.821 4.872 4.898
H 7.592 9.512 3.916
H -0.823 6.314 0.407
H 4.499 7.479 4.668
C -0.298 4.911 -0.672
H 4.159 8.407 -0.311
H -1.216 4.101 2.449
H -1.783 7.219 3.999
H 4.049 4.365 2.566
H -6.824 7.659 3.736
N 0.011 7.501 1.857
O 2.715 2.354 -0.281
H 7.796 8.293 0.045
C -6.528 6.878 4.436
H 8.468 2.374 1.620
H 0.803 1.671 -3.041
N -1.798 1.727 4.039
C 1.760 2.192 -3.038
H -4.850 9.065 4.397
H 0.408 5.484 -1.273
C 7.266 7.404 -0.296
H 9.642 4.900 2.648
H -0.403 3.072 -1.734
C -1.073 10.989 0.379
H -0.644 4.931 3.808
H 9.484 3.460 0.638
C -4.603 8.324 5.157
C 8.462 3.214 0.925
N -6.846 8.508 6.119
O 7.949 4.489 1.428
C -3.051 3.824 4.707
H -0.499 9.451 8.965
H -5.222 3.365 7.134
C -0.659 10.112 -0.801
H 1.352 9.677 1.997
C 2.054 11.501 6.302
C 5.911 7.617 -0.953
C 1.125 6.541 6.582
O 4.050 6.607 -2.139
C 8.553 4.938 2.618
H 3.188 12.793 5.061
H -4.272 4.815 7.088
H -2.427 8.866 3.885
C 6.944 8.787 4.409
H 5.935 8.356 -1.754
H 8.124 4.311 3.398
H 3.195 4.895 -1.263
H 4.558 8.987 2.937
H 0.621 8.317 9.820
H 8.435 1.887 -2.137
H 3.332 0.356 -0.575
H 0.272 9.614 -0.530
H 4.849 5.836 3.254
C 5.334 6.297 -1.550
C 1.489 7.555 1.578
H 9.316 7.782 4.425
H 5.297 4.949 1.725
H 1.574 4.823 5.350
H 3.482 4.827 -2.998
H 1.831 7.493 5.041
C 4.528 8.371 5.293
O 7.706 8.399 5.606
H -2.342 1.375 4.814
H 6.011 5.763 -2.217
H -5.607 6.844 6.360
H 2.159 5.653 -2.449
H 7.984 6.989 -1.004
H -1.891 3.482 -1.000
H 6.470 1.076 0.051
H -6.450 9.039 6.882
H -2.377 1.539 3.233
H -7.574 8.029 6.631
N 5.065 8.177 0.073
C 1.920 8.798 2.305
H 0.185 6.145 6.966
H 1.988 2.279 -4.100
C 1.851 7.463 7.541
O -1.365 10.326 1.572
H -1.262 10.993 2.256
C 4.494 5.337 2.353
H -0.181 7.253 2.817
C 2.505 2.230 1.120
H 1.554 12.293 6.860
H 7.103 6.729 0.544
N 4.878 9.794 3.454
H 3.799 1.909 -2.563
H 1.836 8.884 3.388
H 1.607 0.675 -0.868
C -2.393 7.969 4.502
H -0.351 8.427 1.678
H 8.298 5.952 2.927
C 2.415 12.036 4.932
H 0.481 8.156 5.692
H 1.707 7.583 0.510
H -0.570 7.719 8.708
H -4.140 8.897 5.960
O 1.096 10.460 6.097
H -0.310 11.752 0.536
H -3.626 3.772 3.782
C 6.384 2.116 -0.261
C 0.111 8.551 8.885
O -3.707 3.258 5.839
C 3.202 5.488 -2.178
C 2.615 1.076 -0.969
*
```

Values from the calculation:
HOMO-LUMO gap (alpha / beta) ... 9.26 / 3.21 eV
⟨S²⟩ ... 0.755
Energy relative to the best compared isomer or geometry (same formula, charge and spin) ... 0.0 kcal/mol
F_max ... 3.29 eV/A
Molar mass ... 851.3 g mol⁻¹
Lowest unoccupied orbital energy (alpha / beta) ... -0.061 / -0.284 Eh
E_HOMO (alpha / beta) ... -0.4016 / -0.4016 Ha


Look up the energy relative to the best compared isomer or geometry (same formula, charge and spin) of the third one. 0.0 kcal/mol